{
  "formula": "C5H14N2",
  "method": "wB97M-V/def2-TZVPD",
  "elements": ["H", "C", "H", "H", "H", "H", "C", "C", "H", "H", "C", "H", "H", "H", "C", "N", "N", "H", "H", "H", "H"],
  "coordinates": [[-2.2100, -0.4957, -2.7421], [-0.9303, 1.7184, -0.9389], [-1.1801, 2.1018, 0.0465], [0.8982, 0.0855, -0.4169], [1.5730, -1.8808, 1.3068], [-1.6349, 2.1158, -1.6675], [-1.2131, -0.4400, -2.3128], [-1.0789, 0.1639, -0.9273], [-0.5015, 0.0431, -2.9852], [-0.8879, -1.4826, -2.2332], [-0.0683, -0.5242, 1.2029], [3.1690, -0.6005, 1.7227], [1.0057, -1.2285, 2.9050], [0.1054, 1.9218, -1.2038], [1.2188, -1.0116, 1.8595], [0.0658, -0.4255, -0.2116], [2.3280, -0.0614, 1.5204], [2.3986, 0.7078, 2.1775], [-0.2227, 0.5037, 1.6346], [-1.9221, -0.0856, -0.2778], [-0.9129, -1.1253, 1.5414]],
  "forces_ev_per_angstrom": [[-0.1321, 0.5854, 0.0389], [-0.6164, -1.4104, -0.1833], [0.2100, 0.2513, 0.0387], [0.6642, 0.2204, -0.0874], [-0.4861, -0.5948, 0.3882], [0.1588, 0.3557, -0.0419], [0.6415, -0.8350, 0.1536], [0.2447, 0.6629, 1.0609], [-0.2097, 0.0730, -0.2176], [-0.0004, 0.0856, -0.0358], [0.3960, 1.4796, 1.2218], [0.1068, 0.2913, -0.3504], [0.4265, 0.0593, 0.1964], [-0.0557, 0.4277, -0.1179], [0.2023, 0.5327, -1.5981], [-0.6330, -0.9678, -0.9025], [0.0768, -0.6728, 1.0723], [-0.3716, 0.1823, 0.0399], [-0.2289, -0.4741, 0.0950], [-0.3430, -0.0590, -0.4069], [-0.0507, -0.1935, -0.3640]],
  "nbo_charge": [0.21, -0.62, 0.21, 0.37, 0.19, 0.21, -0.62, -0.04, 0.20, 0.22, -0.21, 0.35, 0.18, 0.20, -0.23, -0.64, -0.84, 0.35, 0.14, 0.18, 0.19],
  "orbital_gap_ha": 0.347,
  "de_lowest_kj_mol": 81.7,
  "smiles": "CC(C)NCCN"
}

{
  "formula": "C30H28O2",
  "method": "wB97M-V/def2-TZVPD",
  "elements": ["C", "C", "C", "C", "C", "C", "H", "H", "C", "H", "C", "C", "H", "H", "O", "H", "C", "C", "C", "H", "C", "H", "C", "H", "H", "C", "H", "O", "C", "H", "H", "H", "C", "C", "C", "H", "H", "H", "C", "H", "H", "H", "H", "C", "C", "C", "C", "C", "C", "H", "C", "H", "C", "C", "H", "H", "C", "H", "H", "H"],
  "coordinates": [[-0.8433, -1.1438, 2.8666], [-0.0855, -6.1847, 1.8803], [1.5266, -6.9653, 3.4830], [0.2018, -6.6513, 3.1583], [-1.2325, -4.9840, -2.4906], [2.5642, -6.8032, 2.5463], [3.0076, 2.1111, 0.0824], [0.9008, 2.6100, 2.2800], [-4.7490, -7.4760, 1.2329], [-6.5041, -9.6038, 1.7585], [-1.3369, -5.9533, 1.1913], [2.3006, -6.3032, 1.2656], [1.8385, 1.9190, 3.6334], [-0.6049, -6.7649, 3.8753], [-6.1126, -8.0840, 3.1699], [-7.7786, -9.2012, 2.9632], [1.3306, -1.3554, 1.1400], [-0.6476, -2.4154, 2.1818], [3.5546, 0.3940, 2.1397], [3.5829, -7.0771, 2.8151], [-1.8248, -5.1539, -1.2335], [-2.8810, -4.9490, -1.0659], [-2.6341, -6.3324, 1.6671], [-3.3716, -6.9018, -0.2897], [-7.4806, -8.1059, 1.5670], [2.2259, 1.3599, 0.2403], [1.7479, -7.3587, 4.4760], [-1.3592, -3.4298, 2.3960], [-2.9773, -6.2573, 3.0376], [2.4262, 0.5098, -0.4219], [0.6191, -3.2934, 0.6316], [-5.4387, -7.9417, 0.5272], [0.3995, -5.6451, -0.3438], [1.8625, 2.1720, 2.5680], [0.0294, -0.0874, 2.7190], [2.0649, -5.5208, -1.6694], [1.2630, 1.7975, -0.0521], [3.5407, 0.1346, 3.2061], [-7.0203, -8.7924, 2.2930], [-4.3991, -6.7790, 4.5647], [3.8281, -0.5057, 1.5764], [2.1863, -1.4369, 0.4671], [2.6414, 2.9272, 2.4138], [0.9884, -6.0124, 0.9331], [-3.5814, -6.8923, 0.7768], [-4.1443, -6.8088, 3.5086], [-5.0305, -7.4687, 2.6198], [2.1833, 0.9418, 1.7171], [0.1524, -5.1568, -2.6737], [-1.7000, -1.0741, 3.5327], [0.9830, -5.4439, -1.5844], [-0.1568, 0.8354, 3.2709], [1.1479, -0.1757, 1.8775], [-1.0266, -5.5653, -0.1675], [-1.8601, -4.7270, -3.3444], [3.0794, -6.1426, 0.5216], [0.4616, -2.4086, 1.2419], [4.3311, 1.1502, 1.9801], [-2.3156, -5.7158, 3.7076], [0.5880, -5.0553, -3.6675]],
  "forces_ev_per_angstrom": [[-0.3466, -1.0862, -0.4046], [1.4166, 0.0339, -0.4830], [0.3386, 0.0346, -0.2771], [-0.0429, 0.1102, -0.2179], [0.3815, -0.0727, -0.0881], [-0.4606, 0.0183, 0.4831], [-0.0410, -0.0265, -0.0418], [0.1097, -0.0342, 0.0899], [-0.3079, -0.0015, 0.5655], [-0.1046, 0.2193, 0.2047], [-0.5495, 0.7717, 0.2130], [-0.6133, 0.2133, -0.1912], [-0.0343, 0.0708, -0.1254], [0.3422, -0.1780, 0.0049], [0.2360, 0.1286, -0.6186], [0.1167, 0.0538, -0.2216], [-0.1234, 0.4732, 0.1242], [1.3025, 1.9565, -0.5174], [0.1167, 0.0759, 0.1214], [-0.2309, 0.0866, 0.0092], [0.1580, -0.0479, 0.1599], [0.2104, -0.0772, -0.2224], [-0.3812, -0.0122, -0.0848], [0.0251, -0.1793, 0.2656], [0.1037, -0.1709, 0.2462], [0.0019, 0.1881, -0.0717], [0.0011, 0.1558, -0.2988], [-0.6981, -1.5136, 0.2117], [0.1308, -0.0742, -0.0668], [-0.0155, 0.1832, 0.1447], [-0.0211, 0.0540, 0.1487], [0.2860, 0.1756, 0.2407], [-1.1255, 0.1855, -0.8044], [0.0877, -0.0489, -0.0804], [0.3904, 0.0173, -0.2121], [-0.2071, 0.0202, -0.2405], [0.1644, -0.0938, 0.0079], [0.0260, 0.0065, -0.1899], [0.3595, 0.3230, 0.2582], [0.0104, 0.0578, -0.1957], [-0.0519, 0.1983, 0.0948], [-0.2468, -0.0161, 0.0971], [-0.1073, -0.0399, 0.0483], [-0.2823, -0.6202, 1.2466], [0.2124, 0.1376, 0.1157], [-0.4827, -0.3496, -0.2557], [0.1203, -0.1130, -0.2877], [-0.2016, -0.3544, -0.0549], [-0.5451, 0.1072, 0.1280], [0.1080, 0.0059, -0.0493], [-0.2104, -0.0667, 0.5821], [0.0279, -0.2823, -0.0930], [0.1437, 0.2166, 0.0182], [1.2749, 0.0660, -0.7341], [0.2148, 0.0035, 0.2410], [-0.0137, -0.1866, 0.2826], [-0.6266, -0.6533, 0.6317], [-0.0016, -0.0577, 0.0152], [-0.1762, -0.0538, -0.1139], [-0.1680, 0.0619, 0.2419]],
  "nbo_charge": [-0.33, -0.03, -0.22, -0.15, -0.23, -0.16, 0.20, 0.21, -0.33, 0.19, 0.27, -0.19, 0.21, 0.22, -0.48, 0.21, -0.15, 0.39, -0.60, 0.22, -0.13, 0.23, -0.09, 0.22, 0.19, -0.60, 0.22, -0.70, -0.12, 0.21, 0.18, 0.23, 0.08, -0.60, -0.16, 0.22, 0.21, 0.21, -0.26, 0.24, 0.21, 0.18, 0.20, -0.04, -0.13, -0.27, 0.37, -0.07, -0.16, 0.20, -0.21, 0.19, -0.12, -0.15, 0.22, 0.22, -0.34, 0.20, 0.24, 0.22],
  "orbital_gap_ha": 0.117,
  "de_lowest_kj_mol": 31.2
}

{
  "formula": "C18H15F11N2O4",
  "method": "wB97M-V/def2-TZVPD",
  "elements": ["H", "C", "N", "N", "F", "F", "C", "C", "H", "H", "C", "F", "H", "H", "C", "C", "F", "H", "C", "C", "H", "H", "F", "F", "C", "O", "C", "O", "C", "H", "C", "H", "H", "H", "O", "C", "C", "F", "F", "O", "C", "F", "C", "F", "C", "H", "F", "C", "H", "H"],
  "coordinates": [[2.5219, 1.0397, 4.6193], [1.7253, -0.7247, 2.6457], [1.9763, -0.1541, -1.4832], [1.7202, 1.1969, 4.0160], [-4.8698, 2.1574, -0.3514], [1.1049, -4.6187, 0.4918], [-5.0981, 2.4036, -1.6577], [2.1031, -1.3014, -0.7118], [1.6055, 0.3556, -3.5005], [-4.2590, 1.6420, -3.5388], [2.1280, -1.6801, 1.7672], [-5.5231, 4.6584, -1.1434], [-0.0360, -2.5050, 4.8479], [2.3228, -1.2380, -3.2298], [2.1332, -4.2127, 1.2251], [1.5901, -0.5202, -2.8620], [-1.9480, 2.1675, -3.0277], [3.8245, -1.8703, 0.4681], [-4.8047, 3.8733, -1.9801], [0.5786, -2.2766, 3.9924], [3.2625, 1.2680, -0.6063], [0.5983, -0.9196, -2.9022], [-1.2721, 0.1340, -2.7456], [-3.5109, 4.1889, -1.8081], [0.9625, -1.0052, 3.7402], [-3.2590, 0.6537, -1.9921], [3.2067, 0.6605, -1.5027], [2.2796, 1.5198, 1.7629], [1.0078, -3.2480, 3.1424], [3.2882, -0.2592, 0.7386], [-1.3026, 1.4798, -0.8323], [-5.1493, 0.5150, -2.5691], [0.7094, -4.2615, 3.3447], [4.1164, 0.0796, -1.6629], [-0.1582, 0.5240, 5.3052], [-1.9764, 1.1373, -2.1644], [1.7702, -2.9893, 2.0488], [-6.4376, 2.2479, -1.8599], [3.2240, -4.0871, 0.4864], [1.5220, -2.3385, -1.0043], [0.6999, 0.2832, 4.4934], [-0.0745, 1.9820, -1.0734], [2.9307, -1.2674, 0.5584], [2.3931, -5.2392, 2.0773], [1.9743, 0.7673, 2.6561], [-5.0974, 4.1098, -3.0069], [-2.0045, 2.4121, -0.1640], [-4.4122, 1.3147, -2.5109], [-1.2191, 0.5878, -0.2073], [3.1322, 1.3573, -2.3288]],
  "forces_ev_per_angstrom": [[0.2729, 0.5578, -0.0688], [0.0355, 1.6702, -0.2708], [1.2839, -0.8620, -0.4168], [-1.0449, 0.3818, -0.0199], [0.0957, 0.1260, 0.0164], [-0.0738, -0.0671, -0.4194], [0.4324, -0.4292, 0.4193], [-0.9824, -0.8280, -0.1826], [0.0624, 0.2652, 0.1009], [0.1442, 0.2687, 0.0645], [0.8458, -0.4190, -1.7006], [-0.0880, -0.1205, 0.0172], [-0.1051, -0.0909, 0.0961], [-0.1419, -0.1789, -0.2803], [-0.1652, -0.1143, 0.8450], [0.2733, 0.2877, 0.1473], [0.0358, 0.2119, 0.1707], [0.0026, -0.3624, -0.3266], [-0.2913, 0.3326, -0.0980], [-0.9622, -0.0118, 1.2150], [0.1908, -0.0578, 0.1583], [-0.1829, -0.4542, 0.1111], [-0.0422, 0.2008, 0.2432], [0.2854, -0.2613, 0.0143], [-0.6669, 1.1161, 0.7243], [0.0715, 0.7020, 0.5152], [-0.4900, 0.6657, 0.0363], [-0.1115, -0.8341, 0.8741], [-0.7305, -1.4066, 0.5845], [-0.0362, 0.0123, 0.0236], [0.2453, -0.0851, 0.2947], [-0.0125, 0.0151, 0.1145], [0.0244, -0.2495, 0.0245], [0.0294, -0.1440, 0.1259], [1.1486, -0.2444, -0.7729], [-0.8608, -0.3863, -0.6969], [0.5657, -0.1165, -0.9361], [-0.0561, 0.0963, -0.2390], [0.1878, 0.1408, -0.4754], [0.2458, 0.6615, 0.1804], [-0.3262, -0.6177, 0.5972], [0.0102, 0.0160, -0.1449], [0.2242, 1.0085, 0.3881], [0.1190, -0.1236, 0.1022], [0.8092, 0.1459, -0.3520], [0.0031, -0.0846, -0.0222], [-0.2226, 0.1012, -0.1062], [0.0033, -0.4642, -0.4378], [0.0190, -0.0700, -0.1068], [-0.0743, 0.0996, -0.1308]],
  "nbo_charge": [0.41, -0.10, -0.43, -0.71, -0.31, -0.30, 0.60, 0.69, 0.20, 0.21, 0.05, -0.32, 0.24, 0.19, 0.99, -0.41, -0.32, 0.26, 0.52, -0.17, 0.23, 0.23, -0.33, -0.32, -0.14, -0.51, -0.43, -0.50, -0.14, 0.25, 0.50, 0.23, 0.24, 0.18, -0.48, 0.85, -0.11, -0.33, -0.31, -0.61, 0.68, -0.32, -0.54, -0.34, 0.68, 0.14, -0.32, -0.13, 0.15, 0.21],
  "orbital_gap_ha": 0.337,
  "smiles": "CN(C)C(=O)Cc1c(C(F)(F)F)ccc2c1C(=O)NC2=O.FC(F)C(F)(F)COC(F)(F)C(F)F"
}

{
  "formula": "C6H12O",
  "method": "wB97M-V/def2-TZVPD",
  "elements": ["C", "H", "H", "H", "H", "C", "H", "C", "C", "C", "H", "H", "O", "C", "H", "H", "H", "H", "H"],
  "coordinates": [[-1.8175, 0.6551, 0.1801], [2.2000, -1.7076, -0.8032], [-2.0016, 0.0923, 1.1025], [-0.4326, 2.5204, -1.3140], [-0.5990, 1.0585, -2.3076], [1.6877, -1.0023, -0.1645], [0.9914, 1.5296, -1.6876], [-0.0765, 1.4880, -1.4444], [0.8766, -1.4631, 0.9719], [0.2072, -0.7762, -0.2405], [0.7634, -2.5617, 1.0284], [2.2494, -0.1129, 0.1091], [0.9762, -0.8243, 2.1970], [-0.3298, 0.6564, -0.1748], [0.1319, -0.9475, 2.6506], [-2.1966, 1.6729, 0.3293], [-0.4531, -1.5961, -0.3669], [-2.4082, 0.1898, -0.6193], [0.2225, 1.1317, 0.6478]],
  "forces_ev_per_angstrom": [[-0.0544, -0.0035, 0.0626], [0.1033, 0.0009, 0.0172], [0.0048, 0.0591, -0.1057], [0.0686, -0.2881, 0.0280], [0.0538, 0.0373, 0.1197], [0.3440, -0.1074, -0.0541], [-0.1573, -0.0317, 0.0481], [0.0661, -0.2276, 0.0271], [0.1347, -0.1186, 0.1453], [0.0470, 0.2962, 1.4318], [-0.3183, 0.6548, 0.0552], [-0.0581, 0.0538, -0.3937], [0.2249, 0.1620, 0.5557], [0.0286, -0.2824, 0.2735], [0.2225, 0.1155, -0.0494], [0.0776, -0.1542, -0.0472], [-0.7632, -0.2804, -2.1501], [0.0982, 0.0625, 0.1058], [-0.1229, 0.0517, -0.0700]],
  "nbo_charge": [-0.60, 0.22, 0.20, 0.21, 0.20, -0.44, 0.21, -0.60, 0.10, -0.28, 0.16, 0.23, -0.70, -0.23, 0.47, 0.21, 0.23, 0.20, 0.21],
  "orbital_gap_ha": 0.366,
  "de_lowest_kj_mol": 173.9,
  "smiles": "CC(C)[C@H]1C[C@H]1O"
}

Result set for energy: -308.391944 -1310.362458 -2203.931577 -310.993040 a.u., one per record in the order listed.
Result set for M: 102.2 420.6 532.3 100.2 u, one per record in the order listed.
Result set for highest occupied orbital energy: -8.296 -5.716 -9.738 -9.039 eV, one per record in the order listed.